1.
DFT (ωB97M-V with the def2-TZVPD basis set) results for a single C5H13NS molecule.

Element x y z (Å)
C (-1.93680, 0.07806, -1.97990)
N (-0.84638, -0.68683, -1.43756)
C (-1.03695, -1.02393, 0.05748)
C (-0.20136, -0.13427, 0.96726)
C (1.24467, -0.21975, 0.51426)
C (2.20096, 0.58454, 1.44813)
S (1.92588, 2.33611, 1.74014)
H (-2.98353, -0.11947, -1.62228)
H (-1.95913, -0.10124, -3.06252)
H (-1.77694, 1.14770, -1.77638)
H (-0.85821, -1.60202, -1.86661)
H (-0.79878, -2.08846, 0.06324)
H (-2.12547, -0.92613, 0.13729)
H (-0.56477, 0.88584, 0.89074)
H (-0.30041, -0.47042, 2.00682)
H (1.50163, 0.24830, -0.44516)
H (1.58110, -1.25111, 0.37987)
H (2.03329, 0.13518, 2.43549)
H (3.19709, 0.43274, 1.05963)
H (1.70408, 2.77516, 0.49006)

Calculated values
- Relative energy (zero: lowest compared OMol25 entry of this formula, charge and spin): 91.8 kJ/mol
- Charge: 0
- Gap between HOMO and LUMO: 9.9 eV



2.
DFT (ωB97M-V with the def2-TZVPD basis set) results for a gas-phase ion, C5H13NS (charge +1).

Element x y z (Å)
C (1.45593, 0.22909, 0.21127)
C (0.77766, -0.19569, 1.55521)
C (-0.29603, 0.87968, 1.97710)
S (-1.31744, 1.75472, 0.72573)
C (0.64196, -0.01900, -1.07383)
N (-0.67849, -0.64034, -0.81179)
C (-1.20113, -1.40520, -1.95978)
H (2.41634, -0.24795, 0.10106)
H (1.52174, 1.30684, 0.32812)
H (1.54415, -0.31675, 2.31285)
H (0.16382, -1.10044, 1.53614)
H (-1.04441, 0.23537, 2.44823)
H (0.01620, 1.66929, 2.65597)
H (-0.38050, 2.61689, 0.29349)
H (0.54637, 0.86338, -1.71223)
H (1.09577, -0.86950, -1.60090)
H (-1.32588, 0.01969, -0.33607)
H (-0.83720, -0.89218, -2.84441)
H (-2.28841, -1.46742, -1.99944)
H (-0.81045, -2.42049, -1.80672)

Calculated values
- ⟨S²⟩: 0.75
- Multiplicity: 2
- Relative energy (zero: lowest compared OMol25 entry of this formula, charge and spin): 78.7 kJ/mol
- Charge: +1
- Gap between HOMO and LUMO (spin up / spin down): 11.0 / 6.3 eV



3.
DFT (ωB97M-V with the def2-TZVPD basis set) results for a single C5H13NS2 molecule.

Element x y z (Å)
C (2.98450, -1.05249, -0.55670)
C (1.57693, -1.08150, -0.01023)
N (0.76329, -0.10252, -0.77018)
C (-0.63821, 0.05602, -0.34368)
C (-1.16996, 1.26668, -1.10721)
C (-0.88909, 0.23888, 1.17231)
S (-2.31387, -0.62046, 1.84126)
S (-3.87021, 0.55603, 1.17399)
H (3.72363, -0.54404, 0.05015)
H (3.40440, -2.05819, -0.60177)
H (3.01020, -0.77077, -1.61079)
H (1.03310, -2.01350, -0.11950)
H (1.57555, -0.79129, 1.04584)
H (1.25434, 0.78716, -0.69952)
H (-1.11328, -0.82596, -0.78554)
H (-0.65074, 2.17095, -0.80394)
H (-2.25136, 1.39926, -1.09561)
H (-0.99746, 1.10548, -2.17046)
H (0.00067, -0.08099, 1.71339)
H (-1.01423, 1.29966, 1.38309)
H (-4.41818, 1.06157, 2.29511)

Calculated values
- Relative energy (zero: lowest compared OMol25 entry of this formula, charge and spin): 65.0 kJ/mol
- Charge: 0
- Gap between HOMO and LUMO: 9.2 eV



4.
DFT (ωB97M-V with the def2-TZVPD basis set) results for 2 unconnected molecules or ions with the total composition C5H13O.

Element x y z (Å)
C (1.23687, 0.69779, 1.69324)
O (0.33192, 0.18830, 0.77867)
C (1.21663, 2.22688, 1.69913)
H (2.27388, 0.35754, 1.50911)
H (1.04296, 0.32905, 2.72362)
H (1.93435, 2.65150, 2.43784)
H (0.22250, 2.56909, 1.98527)
H (1.44136, 2.57058, 0.69015)
C (-0.54874, -2.15956, -0.67611)
C (-1.50020, -1.05980, -1.15768)
C (-0.74110, 0.04904, -1.87759)
H (-0.01279, -2.59849, -1.54047)
H (-1.10325, -2.97654, -0.17886)
H (0.15461, -1.68019, 0.05078)
H (-1.96642, -0.61419, -0.24094)
H (-2.31001, -1.48771, -1.77926)
H (-1.42719, 0.84597, -2.15230)
H (0.01649, 0.44304, -1.16521)
H (-0.26186, -0.35231, -2.79939)

Calculated values
- Relative energy (zero: lowest compared OMol25 entry of this formula, charge and spin): 12.9 kJ/mol
- Charge: -1
- Gap between HOMO and LUMO: 7.0 eV



5.
DFT (ωB97M-V with the def2-TZVPD basis set) results for 2 unconnected molecules or ions with the total composition C5H13O.

Element x y z (Å)
C (0.94471, 0.17884, -1.34258)
C (-1.07013, 1.52215, -0.67054)
C (-1.13870, -1.34997, 0.50397)
C (0.95100, -0.68033, 1.50835)
C (0.09659, 0.75439, -0.31366)
O (-0.23281, -0.26890, 0.80227)
H (1.30206, 0.95087, -1.93103)
H (0.27440, -0.44612, -2.01401)
H (1.73672, -0.48177, -1.13247)
H (-1.32656, 2.21871, 0.15903)
H (-1.97214, 0.90938, -0.81193)
H (-0.88247, 2.02574, -1.58150)
H (-0.94788, -2.14906, 1.17973)
H (-2.23489, -1.03424, 0.48496)
H (-0.88844, -1.70137, -0.45174)
H (1.68518, 0.14698, 1.45227)
H (0.64126, -0.98181, 2.47581)
H (1.56423, -1.44854, 1.07436)
H (1.49787, 1.83506, 0.60871)

Calculated values
- Relative energy (zero: lowest compared OMol25 entry of this formula, charge and spin): 363.7 kJ/mol
- Charge: +1
- Gap between HOMO and LUMO (spin up / spin down): 9.3 / 9.3 eV



6.
DFT (ωB97M-V with the def2-TZVPD basis set) results for 2 unconnected molecules or ions with the total composition C5H13O2.

Element x y z (Å)
C (0.86170, -0.30902, 1.26873)
O (0.52549, -1.58957, 1.21859)
C (0.87793, 0.23076, -0.31138)
C (-0.37457, 0.18775, -1.08848)
C (0.02044, 0.63243, -2.45972)
C (-1.55202, 1.05162, -0.46498)
H (0.22822, 0.31955, 1.96330)
H (1.96653, -0.23888, 1.47340)
H (1.74077, -0.24850, -0.79350)
H (1.12288, 1.38777, -0.21103)
H (-0.74822, -0.90280, -1.16797)
H (-0.61361, 1.51815, -2.74355)
H (0.99144, 1.02414, -2.47407)
H (-0.07070, -0.20792, -3.10763)
H (-1.05702, 1.98108, -0.00426)
H (-2.02631, 0.57138, 0.35309)
H (-2.24866, 1.36861, -1.18262)
H (-0.44262, -2.09360, 3.74089)
H (0.48523, -2.03001, 2.49590)
O (0.31311, -2.65291, 3.49528)

Calculated values
- ⟨S²⟩: 0.76
- Multiplicity: 2
- Relative energy (zero: lowest compared OMol25 entry of this formula, charge and spin): 201.7 kJ/mol
- Charge: 0
- Gap between HOMO and LUMO (spin up / spin down): 11.3 / 7.4 eV



7.
DFT (ωB97M-V with the def2-TZVPD basis set) results for a molecular structure, C5H13O2Tl.

Element x y z (Å)
Tl (-2.93825, -0.48997, -0.66806)
C (-1.31824, 3.51522, 2.53279)
C (-1.70305, 1.99022, 2.48940)
O (-1.64729, 1.40955, 1.22524)
H (-1.20101, 3.88906, 3.54994)
H (-2.00627, 4.11541, 1.93741)
H (-0.36155, 3.54310, 2.01119)
H (-2.64372, 1.91449, 3.03485)
H (-1.03491, 1.43413, 3.14701)
C (2.03941, -0.91986, -2.21151)
C (0.75720, -1.69563, -1.80917)
C (0.95627, -3.05645, -1.10113)
O (-0.06273, -0.85259, -1.08653)
H (2.39160, -1.34963, -3.14925)
H (2.89672, -1.11081, -1.56602)
H (2.02063, 0.16938, -2.17541)
H (0.31008, -1.93334, -2.77441)
H (1.36930, -2.94090, -0.09905)
H (1.59705, -3.73135, -1.66860)
H (0.06111, -3.66662, -0.98080)
H (0.51766, -0.23336, -0.63787)

Calculated values
- Relative energy (zero: lowest compared OMol25 entry of this formula, charge and spin): 261.6 kJ/mol
- Charge: +2
- Gap between HOMO and LUMO: 2.8 eV



8.
DFT (ωB97M-V with the def2-TZVPD basis set) results for 2 unconnected molecules or ions with the total composition C5H13O3.

Element x y z (Å)
C (0.97797, 0.80631, 1.22219)
O (0.64352, 1.88572, 2.04995)
C (0.20482, -0.42074, 1.42847)
C (-1.19527, -0.42440, 1.01413)
C (-1.25813, -0.24178, -0.58070)
C (-0.47880, -1.33045, -1.46534)
O (-0.04636, -0.86502, -2.58058)
H (0.62103, 1.24600, 0.18292)
H (2.11774, 0.66190, 1.15688)
H (1.50481, 2.26585, 2.29546)
H (0.73998, -1.06026, 0.61193)
H (0.37359, -0.87437, 2.46982)
H (-1.64374, -1.34474, 1.25296)
H (-1.76231, 0.37262, 1.48792)
H (-0.70547, 0.64052, -0.89634)
H (-2.33006, -0.49834, -1.03622)
H (-1.26885, -2.07865, -1.70953)
H (0.44272, -1.76198, -0.85108)
H (0.73419, 0.03961, -2.39026)
H (0.98470, 1.78168, -1.59211)
O (1.34393, 1.20051, -2.07049)

Calculated values
- Relative energy (zero: lowest compared OMol25 entry of this formula, charge and spin): 271.9 kJ/mol
- Charge: -1
- Gap between HOMO and LUMO: 7.3 eV



9.
DFT (ωB97M-V with the def2-TZVPD basis set) results for a molecular structure, C5H13OPS.

Element x y z (Å)
C (-1.09971, 2.33686, 0.73559)
C (-1.69718, -1.49987, -1.70526)
C (3.01478, -0.62637, -0.08714)
C (-1.32227, 0.94613, 1.29778)
C (-0.20809, 0.04714, 0.87873)
O (1.86356, -2.37453, -1.89698)
P (0.04496, 0.03090, -0.91924)
S (1.51305, -1.66486, -0.67252)
H (-0.28005, 2.82541, 1.12073)
H (-0.98252, 2.39738, -0.34163)
H (-2.03346, 3.06042, 0.88883)
H (-1.92194, -0.98650, -2.60764)
H (-2.43113, -1.18748, -0.99070)
H (-1.18233, -2.51904, -1.79987)
H (2.63782, -0.11864, 0.78225)
H (3.31162, 0.02565, -0.93003)
H (3.75507, -1.41947, 0.24881)
H (-1.23233, 0.91801, 2.39097)
H (-2.27005, 0.59515, 1.00011)
H (0.91183, 0.17956, 1.34409)
H (-0.39165, -0.96584, 1.26313)

Calculated values
- Relative energy (zero: lowest compared OMol25 entry of this formula, charge and spin): 342.5 kJ/mol
- Charge: 0
- Gap between HOMO and LUMO: 8.4 eV



10.
DFT (ωB97M-V with the def2-TZVPD basis set) results for 2 unconnected molecules or ions with the total composition C5H13P.

Element x y z (Å)
C (-1.04468, -0.75920, -1.73723)
C (-0.90643, -0.71676, 1.32598)
C (-0.45074, 1.42890, -0.59557)
C (2.27524, 0.22341, 0.92361)
C (-0.29717, -0.07224, -0.60804)
P (1.53572, -0.14687, -0.77695)
H (-2.19197, -0.70292, -1.62094)
H (-0.60795, -0.38816, -2.58907)
H (-0.93593, -1.75281, -1.87889)
H (-1.92969, -0.64084, 1.31549)
H (-0.49459, -0.01705, 1.93486)
H (-0.60321, -1.79508, 1.44501)
H (-0.63211, 1.82066, -1.57038)
H (-1.42050, 1.75735, -0.14633)
H (0.37552, 2.04813, -0.16516)
H (2.24295, 1.33570, 1.05127)
H (3.28008, 0.05500, 0.78948)
H (1.73598, -0.52364, 1.71111)
H (1.75458, -1.62230, -0.74873)

Calculated values
- Relative energy (zero: lowest compared OMol25 entry of this formula, charge and spin): 292.8 kJ/mol
- Charge: 0
- Gap between HOMO and LUMO: 9.1 eV



11.
DFT (ωB97M-V with the def2-TZVPD basis set) results for a molecular structure, C5H13S2.

Element x y z (Å)
C (2.00632, 1.31267, -2.82789)
C (1.96628, 1.50336, -1.31436)
C (1.10812, 0.46388, -0.55578)
S (1.12804, 0.76907, 1.22822)
H (2.68501, 1.99741, -3.35376)
H (1.02034, 1.51189, -3.26349)
H (2.31531, 0.29390, -3.07748)
H (2.97923, 1.40276, -0.90582)
H (1.63572, 2.47828, -0.94786)
H (1.54598, -0.52222, -0.74227)
H (0.08679, 0.46611, -0.93223)
H (-0.41279, 0.45578, 1.44923)
C (-1.99272, -2.40968, -0.46932)
C (-1.46667, -1.89959, 0.88126)
S (-2.02190, -0.19368, 1.16901)
H (-1.72165, -1.71575, -1.26228)
H (-3.08026, -2.44400, -0.40092)
H (-1.62209, -3.39867, -0.75882)
H (-0.37645, -1.88585, 0.93222)
H (-1.89056, -2.57291, 1.63377)

Calculated values
- ⟨S²⟩: 0.75
- Multiplicity: 2
- Charge: -2
- Gap between HOMO and LUMO (spin up / spin down): 1.8 / 6.3 eV



12.
DFT (ωB97M-V with the def2-TZVPD basis set) results for 2 unconnected molecules or ions with the total composition C5H14.

Element x y z (Å)
C (-0.48515, 0.08121, -1.41616)
C (-1.01528, 0.11188, -2.86420)
C (1.02261, -0.25237, -1.63492)
H (-0.90880, -0.66218, -0.70261)
H (-0.60406, 1.09212, -0.88448)
H (-2.07721, -0.27547, -2.96080)
H (-1.13122, 1.09312, -3.31601)
H (1.46293, -0.18064, -0.62638)
H (1.42572, 0.68257, -2.04489)
H (-0.42262, -0.42038, -3.58526)
H (1.29308, -1.02694, -2.33424)
C (0.51106, 0.20361, 3.48342)
C (-0.08392, -0.20912, 2.13661)
H (0.39211, -0.64133, 4.15348)
H (1.55540, 0.44212, 3.37002)
H (-0.20867, 0.87116, 3.98967)
H (-0.71882, -1.10704, 2.13084)
H (-0.73284, 0.56575, 1.71862)
H (0.72569, -0.36808, 1.38730)

Calculated values
- ⟨S²⟩: 0.75
- Multiplicity: 2
- Relative energy (zero: lowest compared OMol25 entry of this formula, charge and spin): 94.3 kJ/mol
- Charge: -1
- Gap between HOMO and LUMO (spin up / spin down): 2.6 / 11.6 eV